Below is a cluster of 2 separate species, CH5INP in total in a non-equilibrium geometry, with properties calculated with wB97M-V/def2-TZVPD.

Last column: Mulliken charge in e.
Element x y z (Å)
C 0.41 -0.54 1.18  -0.733
N -1.22 -1.51 -0.65  -0.474
P -0.55 -2.06 0.66  0.196
I 1.51 3.13 -2.52  -0.105
H 0.46 0.03 0.32  0.209
H 1.33 -0.70 1.88  0.300
H -0.17 -0.02 1.98  0.262
H -1.98 -2.12 -1.00  0.246
H 0.21 3.80 -1.86  0.099

## Properties
HOMO-LUMO gap	9.12	eV
HOMO energy	-0.3342	Ha
DFT total energy	-734.84813	Ha
net charge	0
LUMO level	0.03	eV
SMILES	[H]/N=P/C.I
molecular weight	188.94	g/mol
relative energy (zero: lowest compared OMol25 entry of this formula, charge and spin)	2.191	eV

=====

Below is a cluster of 2 separate species, C15H35BClNO2P in total, with properties calculated with wB97M-V/def2-TZVPD.

Last column: Mulliken charge in e.
Element x y z (Å)
O -1.07 -0.27 2.47  -0.281
B -0.99 0.00 3.83  0.299
O -2.16 0.11 4.51  -0.508
C 0.42 0.26 4.51  -0.726
P 1.84 -0.06 3.38  -0.021
C 3.30 0.17 4.49  -0.739
C 3.36 -0.50 5.87  -0.604
C 2.85 -1.93 5.89  -0.372
Cl 3.52 -2.83 7.29  -0.205
H -1.31 -1.18 2.26  0.242
H -2.09 0.06 5.47  0.313
H 0.48 -0.29 5.45  0.343
H 0.46 1.32 4.77  0.357
H 1.80 -1.48 3.38  -0.053
H 4.17 -0.14 3.90  0.411
H 3.39 1.26 4.60  0.384
H 4.40 -0.52 6.19  0.440
H 2.83 0.11 6.61  0.274
H 3.17 -2.48 5.00  0.318
H 1.77 -2.00 5.99  0.154
C -3.34 -1.67 -3.35  -1.373
C -3.06 -1.23 -1.92  -0.389
C -2.61 0.23 -1.77  -0.682
C -1.57 0.80 -2.74  -0.783
N -0.10 0.39 -2.63  0.481
C 0.63 1.21 -1.59  -0.890
C 0.30 0.57 -0.26  -0.498
C 0.14 -0.93 -0.59  -0.489
C 0.08 -1.02 -2.12  -0.851
C 0.56 0.52 -3.98  -0.744
C 0.68 1.92 -4.58  -0.498
C -0.57 2.56 -5.18  -1.150
H -2.47 -1.53 -4.01  0.290
H -3.60 -2.72 -3.38  0.395
H -4.17 -1.11 -3.78  0.367
H -2.36 -1.91 -1.44  0.215
H -3.98 -1.32 -1.34  0.488
H -2.36 0.46 -0.74  0.067
H -3.48 0.86 -1.99  0.589
H -1.56 1.88 -2.63  0.162
H -1.86 0.58 -3.76  0.604
H 1.69 1.12 -1.83  0.393
H 0.33 2.26 -1.67  0.505
H -0.62 0.98 0.15  0.131
H 1.07 0.75 0.48  0.493
H -0.76 -1.34 -0.13  0.011
H 0.98 -1.51 -0.23  0.536
H -0.70 -1.65 -2.53  0.403
H 1.04 -1.36 -2.52  0.517
H 0.02 -0.15 -4.65  0.526
H 1.56 0.12 -3.84  0.486
H 1.41 1.79 -5.39  0.412
H 1.16 2.59 -3.87  0.267
H -1.15 1.85 -5.76  0.305
H -0.27 3.36 -5.85  0.409
H -1.22 3.01 -4.43  0.268

## Properties
HOMO-LUMO gap	9.04	eV
HOMO energy	-0.4112	Ha
DFT total energy	-1624.03694	Ha
net charge	+1
LUMO level	-2.15	eV
molecular weight	338.69	g/mol
relative energy (zero: lowest compared OMol25 entry of this formula, charge and spin)	0.000	eV

=====

Below is a structure of composition C45H42CoN8SSe in a non-equilibrium geometry, with properties calculated with wB97M-V/def2-TZVPD.

Last column: Mulliken charge in e.
Element x y z (Å)
Co -0.16 0.07 0.78  -1.048
C -4.66 4.14 4.27  -1.487
C -3.63 3.52 3.36  0.333
C -3.20 4.20 2.19  -1.157
C -2.28 3.69 1.32  -1.395
C -1.68 2.41 1.53  2.172
N -0.77 1.86 0.71  1.022
C -0.33 2.55 -0.44  -1.194
C -1.17 3.03 -1.44  0.382
C -0.65 3.64 -2.57  -1.278
C 0.72 3.80 -2.74  0.594
C 1.28 4.42 -3.99  -1.862
C 1.56 3.32 -1.75  -0.167
C 1.04 2.70 -0.62  -0.103
N 1.93 2.18 0.36  0.119
C 3.10 2.70 0.77  -0.160
C 3.66 1.82 1.67  -1.610
C 2.74 0.76 1.75  -0.185
N 1.69 0.99 0.96  0.961
C -2.03 1.79 2.76  0.166
C -3.02 2.34 3.62  -0.545
N -1.44 0.67 3.26  -0.781
C -2.64 -1.78 2.86  -2.249
C -1.22 -2.07 3.25  -0.039
C -0.22 -1.20 3.15  -1.453
N -0.48 0.12 2.66  0.811
H -5.17 4.96 3.78  0.377
H -4.19 4.53 5.18  0.291
H -5.40 3.41 4.58  0.363
H -3.63 5.17 1.97  0.375
H -1.99 4.29 0.47  0.459
H -2.24 2.88 -1.35  0.743
H -1.33 3.98 -3.34  0.419
H 0.86 5.41 -4.16  0.477
H 1.03 3.81 -4.86  0.328
H 2.36 4.51 -3.94  0.359
H 2.64 3.39 -1.86  0.079
H 3.43 3.66 0.41  0.577
H 4.58 1.92 2.20  0.486
H 2.78 -0.14 2.33  0.430
H -3.23 1.77 4.52  0.500
H -3.21 -2.70 2.94  0.648
H -0.97 -3.08 3.56  0.869
H 0.81 -1.45 3.32  0.452
C 5.03 0.23 -1.65  -1.785
C 4.55 0.37 -3.09  1.846
C 5.01 1.73 -3.63  -1.528
C 5.18 -0.76 -3.92  -1.832
C 3.03 0.28 -3.20  -0.247
C 2.42 0.37 -4.47  -0.166
C 1.06 0.29 -4.64  -1.214
C 0.27 0.13 -3.51  1.457
S -1.46 -0.04 -3.41  -0.515
C -1.32 -0.15 -1.70  0.200
N -0.10 -0.08 -1.23  1.166
C 0.84 0.05 -2.24  -1.737
C 2.22 0.11 -2.09  0.384
C -2.39 -0.44 -0.76  0.825
C -3.71 -0.58 -1.17  -0.641
C -4.65 -1.01 -0.24  -1.615
C -4.21 -1.37 1.02  -0.671
C -2.88 -1.24 1.44  1.223
C -1.94 -0.69 0.56  0.594
H 6.12 0.32 -1.62  0.490
H 4.76 -0.74 -1.22  0.300
H 4.62 1.01 -1.01  0.313
H 6.10 1.81 -3.55  0.470
H 4.57 2.55 -3.07  0.200
H 4.75 1.86 -4.68  0.332
H 6.27 -0.74 -3.82  0.463
H 4.95 -0.66 -4.98  0.351
H 4.83 -1.73 -3.59  0.396
H 3.05 0.49 -5.34  0.515
H 0.63 0.35 -5.63  0.469
H 2.65 0.01 -1.11  0.139
H -4.01 -0.36 -2.19  0.519
H -5.69 -1.11 -0.51  0.444
H -4.93 -1.78 1.73  0.544
H -3.08 -1.08 3.57  0.585
C 1.44 -4.62 2.68  -1.034
N 0.28 -4.38 1.83  0.477
C 0.15 -3.40 0.93  -0.618
Se 1.36 -2.07 0.48  -0.016
N -1.06 -3.54 0.36  0.445
C -1.73 -4.63 0.90  0.630
C -2.98 -5.18 0.65  -0.681
C -3.32 -6.30 1.38  -0.709
C -2.44 -6.86 2.32  -0.638
C -1.20 -6.31 2.57  -0.753
C -0.86 -5.17 1.84  0.600
H 2.10 -3.75 2.60  0.314
H 1.97 -5.51 2.35  0.349
H 1.11 -4.74 3.71  0.393
H -1.39 -2.91 -0.35  0.096
H -3.66 -4.75 -0.08  0.492
H -4.28 -6.77 1.21  0.418
H -2.75 -7.74 2.86  0.418
H -0.53 -6.74 3.29  0.462

## Properties
HOMO-LUMO gap (spin up / spin down)	6.86 / 6.86	eV
HOMO energy (spin up / spin down)	-0.3536 / -0.3536	Ha
DFT total energy	-6360.29940	Ha
net charge	+1
LUMO level (spin up / spin down)	-2.77 / -2.76	eV
molecular weight	864.85	g/mol
relative energy (zero: lowest compared OMol25 entry of this formula, charge and spin)	0.797	eV

=====

Below is a cluster of 2 separate species, C5H11N2 in total, with properties calculated with wB97M-V/def2-TZVPD.

Last column: Mulliken charge in e.
Element x y z (Å)
C 0.38 1.27 -0.58  0.256
C 0.17 0.77 -1.78  -0.745
C 0.95 3.30 0.60  -0.084
N 0.69 2.66 -0.47  -0.049
H 0.39 0.74 0.36  0.235
H 0.22 1.43 -2.64  0.260
H -0.05 -0.27 -1.93  0.324
H 1.19 4.36 0.57  0.265
H 0.91 2.78 1.55  0.266
H 0.74 3.16 -1.35  0.293
C 0.55 -2.40 0.50  -0.580
C -0.57 -3.02 0.86  0.218
N -1.87 -2.52 0.76  -0.476
H 0.56 -1.44 0.00  -0.192
H 1.49 -2.92 0.57  0.283
H -0.53 -4.04 1.22  0.271
H -1.93 -1.51 0.82  0.196
H -2.53 -2.96 1.37  0.260

## Properties
HOMO-LUMO gap	5.53	eV
HOMO energy	-0.4075	Ha
DFT total energy	-306.29376	Ha
net charge	+1
LUMO level	-5.56	eV
molecular weight	99.16	g/mol
relative energy (zero: lowest compared OMol25 entry of this formula, charge and spin)	2.441	eV

=====

Below is a structure of composition C41H34BaP2SSiTe, with properties calculated with wB97M-V/def2-TZVPD.

Last column: Mulliken charge in e.
Element x y z (Å)
Ba 0.35 -0.22 2.12  1.492
C 3.92 0.14 -0.19  -1.456
Si 2.08 -0.25 -0.58  -0.454
C 1.64 1.03 -1.96  0.001
C 2.29 1.03 -3.19  -0.366
C 2.01 1.97 -4.17  -0.918
C 1.05 2.95 -3.93  -0.871
C 0.39 2.97 -2.72  -0.793
C 0.67 2.02 -1.74  0.915
P -0.29 1.96 -0.18  2.122
C -1.60 3.23 -0.40  -0.540
C -2.90 2.79 -0.68  -0.417
C -3.93 3.70 -0.86  -0.507
C -3.68 5.06 -0.76  -0.522
C -2.40 5.51 -0.47  -0.665
C -1.37 4.60 -0.30  -0.075
C 0.75 2.80 1.07  -0.861
C 0.15 3.09 2.31  0.023
C 0.89 3.62 3.35  -0.591
C 2.25 3.86 3.18  -0.546
C 2.85 3.57 1.96  -0.758
C 2.11 3.03 0.92  -0.426
C 2.25 -1.95 -1.46  -0.191
C 3.36 -2.27 -2.25  0.037
C 3.50 -3.51 -2.86  -0.925
C 2.52 -4.47 -2.69  -0.847
C 1.41 -4.20 -1.90  -0.608
C 1.28 -2.95 -1.28  0.874
P -0.14 -2.60 -0.18  0.081
C -1.01 -4.22 -0.10  -0.175
C -1.92 -4.67 -1.04  0.126
C -2.50 -5.92 -0.91  -0.708
C -2.17 -6.74 0.17  -0.469
C -1.26 -6.30 1.11  -0.672
C -0.69 -5.04 0.98  -0.533
C -1.29 -1.65 -1.25  1.427
C -0.93 -1.12 -2.49  -0.433
C -1.85 -0.40 -3.24  -0.595
C -3.15 -0.22 -2.78  -0.414
C -3.52 -0.76 -1.55  -0.929
C -2.59 -1.45 -0.78  -0.529
H 4.51 0.39 -1.07  0.385
H 4.37 -0.74 0.27  0.365
H 4.02 0.97 0.52  0.284
H 3.04 0.27 -3.39  0.317
H 2.53 1.93 -5.12  0.412
H 0.82 3.68 -4.69  0.389
H -0.37 3.73 -2.55  0.359
H -3.09 1.73 -0.75  0.196
H -4.93 3.35 -1.08  0.431
H -4.48 5.77 -0.90  0.381
H -2.20 6.57 -0.38  0.417
H -0.37 4.95 -0.07  0.450
H -0.92 2.92 2.44  0.502
H 0.42 3.83 4.30  0.443
H 2.84 4.25 3.99  0.385
H 3.91 3.74 1.83  0.418
H 2.58 2.82 -0.03  0.750
H 4.15 -1.54 -2.38  0.312
H 4.37 -3.72 -3.47  0.399
H 2.62 -5.44 -3.16  0.397
H 0.66 -4.96 -1.76  0.308
H -2.18 -4.05 -1.89  0.454
H -3.21 -6.27 -1.65  0.403
H -2.63 -7.72 0.27  0.383
H -1.00 -6.92 1.95  0.407
H 0.02 -4.69 1.73  0.365
H 0.07 -1.27 -2.87  0.490
H -1.55 0.02 -4.19  0.418
H -3.87 0.33 -3.37  0.402
H -4.53 -0.63 -1.18  0.417
H -2.89 -1.87 0.17  0.408
Te 2.50 0.03 4.58  -0.298
C 0.80 0.08 5.82  0.102
C 0.65 -0.19 7.15  -0.562
C -0.69 -0.04 7.63  -0.250
C -1.57 0.34 6.67  -0.775
S -0.74 0.55 5.17  -0.099
H 1.48 -0.49 7.77  0.395
H -0.98 -0.22 8.65  0.362
H -2.63 0.52 6.77  0.376

## Properties
HOMO-LUMO gap	6.45	eV
HOMO energy	-0.2443	Ha
DFT total energy	-3246.70136	Ha
net charge	0
LUMO level	-0.20	eV
molecular weight	913.75	g/mol
relative energy (zero: lowest compared OMol25 entry of this formula, charge and spin)	0.000	eV

=====

Below is a structure of composition C2H2CrO4 in a non-equilibrium geometry, with properties calculated with wB97M-V/def2-TZVPD.

Last column: Mulliken charge in e.
Element x y z (Å)
O -2.87 1.30 0.33  -0.378
C -2.46 0.29 0.76  0.726
O -2.37 -0.73 1.32  -0.378
O 0.28 0.51 -0.39  -0.734
C 1.21 -0.51 -0.17  0.135
O 2.42 -0.18 -0.79  -0.946
Cr 1.62 1.45 -1.42  0.277
H 0.81 -1.48 -0.57  0.148
H 1.36 -0.65 0.93  0.150

## Properties
HOMO-LUMO gap (spin up / spin down)	4.80 / 7.22	eV
HOMO energy (spin up / spin down)	-0.0534 / -0.1427	Ha
DFT total energy	-1422.82185	Ha
net charge	-1
LUMO level (spin up / spin down)	3.34 / 3.34	eV
molecular weight	142.03	g/mol
multiplicity	6
relative energy (zero: lowest compared OMol25 entry of this formula, charge and spin)	0.797	eV

=====

Below is an isolated molecule of C20H34N4O3, with properties calculated with wB97M-V/def2-TZVPD.

Last column: Mulliken charge in e.
Element x y z (Å)
C -0.21 1.96 -1.58  -1.350
C -0.27 1.58 -0.10  -0.627
N 0.20 0.22 0.15  0.494
C 1.61 0.02 0.42  -1.141
C 2.05 0.48 1.85  0.075
C 2.72 1.84 1.89  -1.584
N 0.93 0.45 2.78  -0.206
C 0.42 -0.78 3.15  -0.182
O 1.10 -1.79 3.13  -0.655
C -1.00 -0.78 3.55  0.833
C -1.85 -1.92 3.46  -0.592
C -3.10 -1.51 3.84  -0.901
N -3.05 -0.18 4.16  0.332
C -4.15 0.58 4.72  -0.999
C -1.78 0.27 3.99  -0.323
C -0.63 -0.87 0.10  0.610
O -0.23 -2.01 0.14  -0.633
C -2.13 -0.56 0.06  -0.682
O -2.83 -1.76 -0.06  -0.235
C -4.19 -1.62 0.26  -0.757
C -4.86 -2.98 0.17  0.479
C -4.11 -3.99 1.03  -1.622
N -6.26 -2.86 0.58  0.022
C -6.98 -4.13 0.57  -0.749
C -8.45 -3.72 0.72  -0.600
C -8.51 -2.30 0.11  -0.591
C -7.06 -1.99 -0.28  -0.694
H -0.53 2.99 -1.73  0.432
H 0.81 1.86 -1.96  0.311
H -0.86 1.31 -2.17  0.274
H 0.36 2.26 0.47  0.215
H -1.28 1.71 0.29  0.502
H 1.79 -1.05 0.32  0.429
H 2.21 0.54 -0.33  0.440
H 2.76 -0.27 2.21  0.522
H 3.55 1.88 1.17  0.393
H 2.04 2.66 1.65  0.323
H 3.13 2.04 2.88  0.411
H 0.22 1.14 2.59  0.347
H -1.55 -2.89 3.10  0.421
H -4.03 -2.05 3.90  0.509
H -3.98 1.64 4.54  0.345
H -5.08 0.28 4.24  0.349
H -4.23 0.41 5.80  0.296
H -1.52 1.29 4.23  0.470
H -2.38 -0.06 1.01  0.298
H -2.38 0.12 -0.76  0.375
H -4.31 -1.23 1.29  0.294
H -4.66 -0.90 -0.43  0.339
H -4.81 -3.31 -0.88  0.200
H -3.05 -3.94 0.81  0.465
H -4.26 -3.77 2.09  0.246
H -4.46 -5.01 0.84  0.426
H -6.83 -4.65 -0.40  0.318
H -6.64 -4.79 1.36  0.439
H -9.12 -4.42 0.23  0.341
H -8.72 -3.69 1.78  0.280
H -9.16 -2.25 -0.76  0.330
H -8.87 -1.58 0.84  0.257
H -6.81 -0.94 -0.13  0.366
H -6.88 -2.23 -1.34  0.315

## Properties
HOMO-LUMO gap	9.07	eV
HOMO energy	-0.3152	Ha
DFT total energy	-1227.23946	Ha
net charge	0
LUMO level	0.49	eV
SMILES	CCN(C[C@@H](C)NC(=O)c1ccn(C)c1)C(=O)COC[C@@H](C)N1CCCC1
molecular weight	378.52	g/mol
relative energy (zero: lowest compared OMol25 entry of this formula, charge and spin)	0.442	eV

=====

Below is an isolated molecule of CH6N4 in a non-equilibrium geometry, with properties calculated with wB97M-V/def2-TZVPD.

Last column: Mulliken charge in e.
Element x y z (Å)
C -0.21 -0.19 0.19  0.237
N 1.63 -0.87 -0.71  -0.445
N -0.09 1.03 0.96  -0.653
N -1.55 -0.47 -0.19  -0.511
N 0.67 -0.10 -0.96  -0.168
H 2.45 -0.63 -1.30  0.231
H 0.49 -1.07 0.70  0.422
H -1.81 -0.29 -1.15  0.205
H 0.75 1.05 1.52  0.268
H -0.13 1.85 0.37  0.191
H -2.20 -0.30 0.56  0.223

## Properties
HOMO-LUMO gap	9.76	eV
HOMO energy	-0.3358	Ha
DFT total energy	-260.64308	Ha
net charge	0
LUMO level	0.62	eV
SMILES	[H]/N=N/C(N)N
molecular weight	74.09	g/mol
relative energy (zero: lowest compared OMol25 entry of this formula, charge and spin)	1.599	eV

=====

Question: What is the net charge in the second record?
Answer: +1

=====

Question: The lowest net charge belongs to which entry?
Answer: C2H2CrO4